190
Properties=species:S:1:pos:R:3:mulliken_charge:R:1 method="wB97M-V/def2-TZVPD" lumo_ev=-2.47 orbital_gap_ev=3.46 mol_weight_g_mol=1624.42 max_force_ev_per_a=2.8 total_energy_ev=-264789.449 total_charge=0 relative_energy_kcal_mol=0.0
C 7.282 0.828 3.142 -1.06
N 6.193 1.317 4.016 0.38
C 6.175 0.925 5.304 -0.58
C 5.156 1.323 6.121 -0.30
C 4.069 1.999 5.563 0.92
C 4.084 2.332 4.245 -0.05
C 5.189 2.009 3.494 -0.62
C 2.886 2.374 6.353 0.78
C 2.250 1.439 7.189 -0.84
C 1.034 1.752 7.712 -0.35
N 0.454 2.950 7.515 0.19
C 1.146 3.923 6.898 -0.45
C 2.349 3.663 6.294 -0.28
C -0.961 3.105 7.846 -0.91
H 7.146 1.231 2.139 0.30
H 7.146 -0.244 2.998 0.37
H 8.232 1.141 3.555 0.39
H 7.042 0.421 5.701 0.42
H 5.115 0.954 7.136 0.56
H 3.306 2.892 3.692 0.31
H 5.201 2.283 2.416 0.14
H 2.712 0.467 7.310 0.36
H 0.459 1.004 8.242 0.38
H 0.578 4.823 6.693 0.37
H 2.816 4.468 5.739 0.41
H -1.612 2.683 7.082 0.31
H -1.161 4.157 8.006 0.36
H -1.136 2.522 8.747 0.37
C -1.297 -2.488 0.776 0.00
C 0.065 -2.417 1.445 0.39
C 1.064 -1.629 0.625 0.14
C 0.612 -0.229 0.434 0.14
N 1.605 0.737 -0.064 1.21
C 1.066 2.119 -0.135 1.53
C 0.053 2.027 -1.273 1.10
C 0.653 1.014 -2.226 -0.10
C 1.893 0.488 -1.516 -0.94
C 2.851 0.774 0.740 -0.76
H -1.825 -1.532 0.816 0.03
H -1.947 -3.255 1.209 0.13
H -1.231 -2.761 -0.281 -0.39
H 0.376 -3.453 1.604 0.69
H 0.006 -1.973 2.439 -1.04
H 1.102 -2.174 -0.324 -0.52
H 2.044 -1.624 1.101 0.34
H 0.240 0.107 1.415 -1.16
H -0.300 -0.097 -0.146 0.45
H 1.823 2.853 -0.389 -0.49
H 0.574 2.417 0.779 -1.19
H -0.087 3.014 -1.732 0.24
H -0.958 1.790 -0.935 -0.53
H 0.750 1.338 -3.258 0.73
H -0.090 0.212 -2.319 -0.58
H 2.736 1.118 -1.819 0.24
H 2.230 -0.524 -1.707 0.74
H 3.469 1.603 0.396 0.37
H 3.405 -0.153 0.588 0.54
H 2.567 0.813 1.789 -0.05
C 6.661 4.224 0.712 -1.01
O 5.372 3.729 0.707 -0.57
H 7.229 4.010 1.658 0.12
H 7.241 3.995 -0.219 0.29
H 6.652 5.355 0.672 0.28
Cl 3.179 -1.714 4.055 1.80
O 3.401 -1.545 5.486 -0.72
O 1.936 -1.015 3.762 -0.49
O 4.308 -1.166 3.341 -0.69
O 3.000 -3.092 3.729 -0.70
O 1.916 3.839 2.491 -1.12
H 1.174 3.278 2.303 -0.63
Cl -2.847 -2.673 4.931 -0.10
C -1.077 -2.612 5.103 0.54
C -0.434 -3.972 4.949 0.11
Cl -0.921 -5.068 6.251 -0.21
H -0.891 -2.283 6.125 0.49
H -0.650 -1.893 4.417 -1.03
H 0.646 -3.836 5.034 0.18
H -0.634 -4.377 3.959 0.05
Cl 4.733 6.255 -3.784 -0.24
C 4.272 5.557 -2.187 -0.17
C 4.122 4.071 -2.248 0.31
Cl 2.934 3.525 -3.426 -0.11
H 3.403 6.131 -1.882 0.10
H 5.091 5.794 -1.513 0.17
H 3.922 3.612 -1.277 -0.42
H 5.133 3.700 -2.436 0.36
Cl -1.931 1.942 1.978 0.02
C -1.125 2.820 3.312 -0.19
C -0.312 1.979 4.242 2.36
Cl -1.280 0.753 5.065 -0.06
H -1.899 3.328 3.892 0.61
H -0.539 3.597 2.833 -0.55
H 0.210 2.578 4.989 -0.85
H 0.544 1.565 3.698 -1.10
Cl -4.931 -5.268 2.804 -0.20
C -3.388 -6.151 2.614 0.10
C -3.052 -6.839 3.900 -0.45
Cl -1.526 -7.788 3.648 -0.21
H -2.593 -5.470 2.330 -0.18
H -3.537 -6.912 1.856 0.38
H -3.792 -7.579 4.184 0.43
H -2.818 -6.217 4.757 0.15
Cl -4.730 -0.596 0.799 -0.13
C -4.591 -1.115 2.499 0.47
C -5.840 -0.658 3.264 -0.56
Cl -5.608 -0.808 5.038 -0.20
H -3.706 -0.655 2.921 -0.13
H -4.607 -2.200 2.547 -0.11
H -6.687 -1.278 2.983 0.37
H -6.072 0.388 3.088 0.35
Cl 0.023 6.246 -1.491 -0.04
C 0.782 6.010 0.122 -0.23
C -0.221 5.844 1.233 0.45
Cl -1.381 7.199 1.346 -0.24
H 1.403 6.883 0.316 0.51
H 1.457 5.160 0.058 -0.24
H 0.279 5.676 2.188 0.11
H -0.816 4.932 1.116 -0.23
C -1.667 6.537 -4.359 0.01
C -0.960 6.316 -5.666 -0.75
C 0.202 5.341 -5.559 -0.25
C -0.230 3.991 -5.223 0.17
N -0.564 2.941 -4.980 -0.34
H -1.287 7.459 -3.898 0.34
H -1.482 5.807 -3.564 -0.68
H -2.747 6.685 -4.361 0.34
H -0.533 7.246 -6.049 0.35
H -1.629 5.996 -6.467 0.34
H 0.932 5.671 -4.805 0.09
H 0.840 5.339 -6.447 0.43
C -3.146 4.822 -1.650 -0.77
C -4.051 3.846 -2.413 -0.57
C -3.916 2.414 -1.948 1.20
C -4.605 1.459 -2.825 -0.04
N -5.144 0.733 -3.543 -0.61
H -3.356 5.824 -2.025 0.42
H -2.073 4.637 -1.677 -0.35
H -3.369 4.857 -0.573 0.45
H -3.705 3.868 -3.455 0.31
H -5.045 4.294 -2.428 0.37
H -4.281 2.225 -0.937 0.40
H -2.861 2.137 -2.040 -0.89
C -1.885 -0.888 -6.192 -0.98
C -1.915 -1.927 -7.105 -0.81
C -2.265 -3.184 -6.645 -0.69
C -2.585 -3.330 -5.306 1.22
C -2.654 -2.245 -4.432 0.16
C -2.367 -0.990 -4.917 -0.56
C -3.043 -2.391 -2.998 1.17
O -3.034 -1.452 -2.220 -0.54
C -3.592 -3.725 -2.608 0.12
C -4.152 -3.872 -1.341 -0.92
C -4.661 -5.096 -0.966 -0.25
C -4.615 -6.174 -1.846 -1.27
C -3.968 -6.026 -3.056 -0.45
C -3.534 -4.798 -3.486 0.60
C -3.008 -4.670 -4.862 0.08
O -2.923 -5.636 -5.580 -0.69
H -1.440 0.040 -6.526 0.50
H -1.544 -1.804 -8.114 0.41
H -2.170 -4.067 -7.265 0.52
H -2.389 -0.140 -4.251 0.58
H -4.221 -3.064 -0.623 0.38
H -4.991 -5.278 0.049 0.53
H -4.956 -7.157 -1.547 0.40
H -3.878 -6.877 -3.721 0.57
C -1.063 -6.863 -1.639 -0.65
C -1.066 -7.887 -2.570 -0.98
C -0.451 -7.673 -3.805 -0.48
C 0.076 -6.437 -4.151 0.10
C -0.104 -5.356 -3.281 0.65
C -0.612 -5.595 -2.024 -0.12
C 0.276 -3.972 -3.679 -0.64
O 0.089 -3.054 -2.908 -0.42
C 0.705 -3.737 -5.084 0.16
C 0.884 -2.439 -5.552 -0.59
C 1.364 -2.195 -6.817 -0.92
C 1.717 -3.296 -7.589 -0.44
C 1.397 -4.588 -7.196 -0.88
C 0.945 -4.824 -5.919 0.70
C 0.659 -6.229 -5.496 0.64
O 0.780 -7.136 -6.292 -0.69
H -1.368 -6.939 -0.602 0.59
H -1.391 -8.911 -2.425 0.45
H -0.365 -8.487 -4.515 0.50
H -0.689 -4.807 -1.288 0.69
H 0.580 -1.594 -4.950 0.91
H 1.366 -1.200 -7.240 0.47
H 1.999 -3.154 -8.630 0.34
H 1.554 -5.369 -7.925 0.48